1.
ORCA calculation (ωB97M-V/def2-TZVPD) on a structure of composition C26H36F6N4OSSb2Sn.

Geometry as XYZ:
```
77
Properties=species:S:1:pos:R:3
Sn -0.77 -0.13 -0.71
C -1.92 -0.85 5.53
C -0.64 -1.31 4.86
N -0.19 -0.38 3.82
C -0.65 -0.40 2.56
S -0.05 0.87 1.50
N -1.49 -1.33 2.22
N -1.88 -1.33 0.90
C -2.88 -2.09 0.61
C -3.60 -2.92 1.62
C -3.31 -2.16 -0.81
C -4.12 -3.17 -1.29
C -4.45 -3.18 -2.63
C -3.97 -2.18 -3.46
C -3.16 -1.21 -2.90
N -2.85 -1.19 -1.61
H -2.23 -1.57 6.28
H -1.78 0.11 6.03
H -2.73 -0.74 4.81
H 0.17 -1.41 5.57
H -0.78 -2.28 4.38
H 0.34 0.43 4.10
H -3.46 -2.52 2.62
H -4.66 -2.96 1.38
H -3.21 -3.94 1.60
H -4.47 -3.95 -0.63
H -5.09 -3.96 -3.03
H -4.21 -2.15 -4.51
H -2.75 -0.40 -3.51
C 0.94 3.99 3.26
Sb 1.91 3.51 1.42
C 3.44 2.28 2.26
C 3.13 5.46 1.57
C 4.26 5.33 0.72
C 5.49 4.87 1.24
C 6.60 4.76 0.45
C 6.58 5.07 -0.95
C 5.44 5.49 -1.51
C 4.22 5.61 -0.72
C 3.07 5.96 -1.33
Sb 2.59 0.18 -2.18
C 2.03 -0.08 -4.22
C 4.59 -0.50 -2.40
H 1.67 4.34 3.99
H 0.45 3.10 3.64
H 0.19 4.76 3.09
H 3.79 2.70 3.20
H 4.27 2.19 1.56
H 3.02 1.29 2.44
H 3.36 5.47 2.63
H 2.38 6.19 1.29
H 5.56 4.65 2.30
H 7.53 4.44 0.90
H 7.49 4.98 -1.52
H 5.38 5.74 -2.56
H 3.06 6.17 -2.39
H 2.13 6.04 -0.81
H 2.72 -0.74 -4.74
H 2.04 0.90 -4.69
H 1.02 -0.48 -4.28
H 5.09 0.30 -2.94
H 4.66 -1.41 -3.00
H 5.08 -0.63 -1.44
C 3.18 -3.21 -0.78
C 1.84 -2.81 -1.39
O 1.61 -1.42 -1.40
C 0.72 -3.37 -0.49
F -0.50 -3.14 -1.03
F 0.73 -2.74 0.69
F 0.82 -4.67 -0.26
C 1.70 -3.37 -2.82
F 1.65 -4.70 -2.81
F 0.60 -2.91 -3.43
F 2.75 -3.00 -3.56
H 3.24 -2.80 0.23
H 4.00 -2.82 -1.38
H 3.28 -4.29 -0.73
```

**HOMO-LUMO gap**: 6.04 eV
**Total charge**: +2

Here are the Löwdin charges for atoms 1 to 4, given in e: 1.14, -0.08, -0.23, -0.01



2.
ORCA calculation (ωB97M-V/def2-TZVPD) on a structure of composition C2H2Fe at a distorted geometry.

Geometry as XYZ:
```
5
Properties=species:S:1:pos:R:3
H 0.07 -1.70 -0.04
C -0.18 -0.72 0.37
C -0.71 0.30 -0.01
H -1.16 1.23 -0.29
Fe 1.98 0.90 -0.03
```

**HOMO-LUMO gap (alpha / beta)**: 7.41 / 6.17 eV
**Total charge**: +2
**Spin multiplicity**: 7

Here are the Löwdin charges for atoms 1 to 4, given in e: 0.16, 0.24, 0.28, 0.14



3.
ORCA calculation (ωB97M-V/def2-TZVPD) on a structure of composition C2H6N2O3 at a distorted geometry.

Geometry as XYZ:
```
13
Properties=species:S:1:pos:R:3
N -2.03 -0.10 -0.16
C 0.17 0.37 0.62
O -0.07 1.69 0.26
N -0.84 -0.63 0.13
H 0.62 1.88 -0.42
H -2.05 0.91 -0.34
H -2.81 -0.57 0.30
H 0.26 0.24 1.70
C 1.30 -0.19 -0.26
O 1.91 -1.28 0.31
O 1.90 0.59 -1.01
H 1.69 -2.03 -0.25
H -0.04 -0.87 -0.87
```

**HOMO-LUMO gap**: 9.07 eV

Here are the Löwdin charges for atoms 1 to 4, given in e: -0.01, -0.34, -0.01, -0.09